An isolated ion of composition C5H13N2 and charge +1 at a distorted geometry. Source: the Open Molecules 2025 dataset; level of theory: wB97M-V/def2-TZVPD.

Summary:
orbital gap = 9.75 eV
total energy = -8367.705 eV
SMILES = C/C=[N+](/C)CNC
charge = +1
highest occupied orbital energy = -13.65 eV
energy above the lowest of the compared OMol25 structures with the same formula, charge and spin = 299.6 kJ/mol

Last column: Löwdin charge in e.
CARTESIAN COORDINATES (ANGSTROEM)
C1 -1.266 -1.631 -1.728  -0.01
C2 0.078 -1.453 -1.202  -0.13
N1 0.453 -0.400 -0.612  -0.05
C3 1.859 -0.317 -0.236  -0.01
C4 -0.646 0.710 -0.117  -0.09
N2 -0.381 1.682 0.876  -0.10
C5 -0.275 1.467 2.263  -0.14
H1 -1.304 -2.249 -2.679  0.13
H2 -1.610 -0.571 -1.837  0.09
H3 -1.666 -2.203 -0.799  0.16
H4 0.844 -2.197 -1.241  0.15
H5 2.160 0.479 0.423  0.08
H6 2.272 -1.269 0.126  0.11
H7 2.426 -0.029 -1.176  0.13
H8 -1.006 1.209 -1.038  0.14
H9 -1.412 0.074 0.212  0.11
H10 0.399 2.294 0.590  0.14
H11 -0.511 2.490 2.860  0.15
H12 -1.074 0.857 2.670  0.08
H13 0.662 1.058 2.645  0.07